DFT (ωB97M-V/def2-TZVPD) results for 5 unconnected molecules or ions with the total composition C33H64Cl3INO5S2 at a distorted geometry.

```
! wB97M-V def2-TZVPD RIJCOSX def2/J DEFGRID3
* xyz 1 1
C 4.772 2.517 3.950
C 3.794 3.284 3.237
C 2.725 2.578 2.229
Cl 2.515 3.929 0.993
C 1.445 2.384 3.183
I 1.470 3.521 5.092
C -0.028 2.715 2.640
C -1.073 1.500 2.724
C -2.140 1.743 1.513
S -3.168 3.264 1.729
C 1.805 0.927 3.713
N 2.687 0.292 2.921
C 3.131 -1.042 3.346
Cl 4.844 -1.289 3.978
C 2.318 -2.208 3.352
C 0.799 -2.184 2.892
Cl 2.969 -3.819 3.899
C 3.108 1.117 1.720
C 4.548 0.836 1.081
C 5.321 2.130 0.568
O 5.081 2.721 -0.508
C 2.146 0.975 0.407
C 1.731 -0.561 0.114
C 1.564 -0.886 -1.446
S 3.023 -0.437 -2.495
H 5.870 2.716 3.729
H 4.391 1.756 4.709
H 3.811 4.424 3.362
H -0.065 3.112 1.570
H -0.467 3.553 3.291
H -1.713 1.506 3.676
H -0.594 0.492 2.501
H -1.489 1.847 0.568
H -2.735 0.777 1.409
H -2.347 4.320 1.302
H 1.386 0.444 4.654
H 0.296 -1.244 3.280
H 0.647 -2.383 1.783
H 0.288 -3.061 3.437
H 5.265 0.248 1.738
H 4.365 0.182 0.150
H 6.124 2.595 1.240
H 2.726 1.457 -0.441
H 1.167 1.545 0.515
H 2.481 -1.302 0.542
H 0.681 -0.673 0.574
H 0.608 -0.395 -1.850
H 1.385 -2.017 -1.567
H 2.841 0.933 -2.739
C 3.719 -7.534 3.185
C 2.283 -7.997 3.352
O 1.457 -7.683 2.238
C 1.841 -8.244 0.989
C 1.871 -9.762 0.988
H 3.753 -6.456 3.007
H 4.299 -7.760 4.084
H 4.210 -8.021 2.341
H 1.844 -7.489 4.214
H 2.234 -9.069 3.570
H 2.802 -7.830 0.668
H 1.102 -7.906 0.258
H 2.604 -10.157 1.694
H 2.129 -10.137 -0.006
H 0.894 -10.164 1.271
C -0.906 2.741 -3.479
C -1.557 3.019 -2.136
O -0.733 3.766 -1.248
C -0.335 5.060 -1.693
C -1.500 5.994 -1.963
H 0.040 2.208 -3.343
H -1.565 2.130 -4.101
H -0.688 3.660 -4.025
H -1.764 2.067 -1.639
H -2.525 3.517 -2.261
H 0.314 4.974 -2.570
H 0.281 5.486 -0.896
H -2.145 5.622 -2.762
H -1.137 6.981 -2.259
H -2.120 6.101 -1.068
C -1.288 -5.894 1.138
C -1.644 -4.439 0.892
O -1.191 -3.943 -0.363
C -1.695 -4.601 -1.519
C -3.207 -4.543 -1.642
H -0.207 -6.041 1.071
H -1.622 -6.204 2.131
H -1.753 -6.558 0.407
H -1.164 -3.824 1.657
H -2.722 -4.273 0.996
H -1.336 -5.635 -1.552
H -1.252 -4.095 -2.381
H -3.704 -5.047 -0.810
H -3.533 -5.025 -2.567
H -3.551 -3.505 -1.647
C -5.119 4.276 -5.228
C -5.388 5.414 -4.259
O -4.611 6.576 -4.516
C -4.789 7.184 -5.789
C -6.211 7.647 -6.050
H -4.060 4.004 -5.214
H -5.711 3.398 -4.957
H -5.373 4.546 -6.254
H -5.128 5.086 -3.249
H -6.453 5.669 -4.235
H -4.441 6.512 -6.581
H -4.126 8.053 -5.812
H -6.918 6.814 -6.051
H -6.279 8.143 -7.021
H -6.534 8.347 -5.275
*
```

Calculated values
highest occupied orbital energy: -11.1 eV
largest force on an atom: 4.22 eV/Å

***

DFT (ωB97M-V/def2-TZVPD) results for 5 unconnected molecules or ions with the total composition C33H65N7O8S at a distorted geometry.

```
! wB97M-V def2-TZVPD RIJCOSX def2/J DEFGRID3
* xyz 0 1
S 2.611 -1.422 1.216
C 1.960 -1.044 -0.215
N 1.350 -0.804 -1.259
C 0.093 -0.102 -0.923
C 0.091 1.345 -0.856
C -1.191 2.070 -0.497
C -2.369 1.278 -0.201
C -2.391 -0.232 -0.246
N -3.588 -0.858 0.086
C -3.424 -2.208 0.015
C -2.180 -2.925 -0.393
N -1.028 -2.292 -0.724
C -1.144 -0.912 -0.623
H 1.017 1.933 -1.063
H -1.171 3.190 -0.473
H -3.316 1.808 0.096
H -4.314 -2.840 0.285
H -2.199 -4.047 -0.426
C 1.236 -9.477 3.336
O 0.883 -8.259 3.968
C 1.986 -7.398 4.239
C 2.024 -6.213 3.278
N 2.393 -6.623 1.926
C 2.122 -5.624 0.888
C 0.688 -5.087 0.741
O -0.247 -6.026 0.224
C -0.714 -6.980 1.163
H 0.388 -10.157 3.422
H 1.436 -9.329 2.272
H 2.104 -9.940 3.814
H 2.937 -7.942 4.248
H 1.826 -7.006 5.248
H 2.750 -5.478 3.640
H 1.032 -5.749 3.304
H 1.892 -7.467 1.687
H 2.402 -6.084 -0.065
H 2.801 -4.778 1.039
H 0.725 -4.280 0.002
H 0.307 -4.625 1.659
H -0.841 -6.553 2.161
H -0.043 -7.839 1.190
H -1.685 -7.344 0.821
C -5.747 1.122 -3.363
O -6.537 0.188 -2.648
C -6.311 0.187 -1.240
C -7.458 0.855 -0.487
N -7.481 2.299 -0.706
C -8.728 2.959 -0.309
C -10.050 2.470 -0.917
O -10.219 2.768 -2.296
C -9.514 1.914 -3.181
H -5.792 0.859 -4.420
H -6.138 2.137 -3.256
H -4.701 1.093 -3.040
H -5.345 0.629 -0.979
H -6.277 -0.864 -0.937
H -7.352 0.655 0.584
H -8.384 0.379 -0.829
H -7.324 2.489 -1.686
H -8.615 4.015 -0.572
H -8.807 2.915 0.783
H -10.852 3.010 -0.406
H -10.242 1.408 -0.726
H -9.491 0.880 -2.829
H -8.503 2.293 -3.342
H -10.020 1.936 -4.147
C 2.792 7.997 0.415
O 2.327 8.287 1.722
C 1.395 9.362 1.788
C -0.027 8.859 2.025
N -0.562 8.175 0.850
C -1.764 7.376 1.102
C -1.714 6.282 2.178
O -0.916 5.154 1.846
C 0.480 5.347 1.997
H 3.677 7.367 0.506
H 2.046 7.440 -0.157
H 3.066 8.909 -0.124
H 1.453 10.010 0.907
H 1.685 9.965 2.654
H -0.673 9.707 2.272
H 0.010 8.197 2.897
H 0.147 7.564 0.470
H -2.018 6.893 0.153
H -2.588 8.059 1.336
H -2.731 5.895 2.283
H -1.442 6.668 3.167
H 0.722 5.971 2.861
H 0.901 5.769 1.083
H 0.943 4.369 2.140
C 9.789 -1.362 -2.962
O 9.356 -1.062 -1.646
C 8.444 0.030 -1.564
C 7.019 -0.448 -1.297
N 6.447 -1.124 -2.459
C 5.237 -1.902 -2.179
C 5.291 -2.994 -1.101
O 6.061 -4.136 -1.449
C 7.462 -3.969 -1.329
H 10.665 -2.008 -2.888
H 9.021 -1.908 -3.517
H 10.067 -0.457 -3.509
H 8.495 0.674 -2.448
H 8.763 0.629 -0.706
H 6.393 0.413 -1.039
H 7.062 -1.108 -0.424
H 7.137 -1.749 -2.852
H 4.955 -2.382 -3.121
H 4.431 -1.203 -1.930
H 4.269 -3.363 -0.974
H 5.590 -2.610 -0.119
H 7.735 -3.349 -0.471
H 7.871 -3.556 -2.253
H 7.910 -4.955 -1.194
*
```

Calculated values
energy above the lowest of the compared OMol25 structures with the same formula, charge and spin: 0.00 kcal/mol
highest occupied orbital energy: -8.6 eV
SMILES: S=C=Nc1cccc2nccnc12.COCCNCCOC.COCCNCCOC.COCCNCCOC.COCCNCCOC
largest force on an atom: 4.04 eV/Å

***

The lowest largest force on an atom belongs to which entry? C33H65N7O8S